Entry 1:
Molecular formula: C2H2NOS2
Method: DFT, ωB97M-V with the def2-TZVPD basis set

XYZ file:
```
8
Properties=species:S:1:pos:R:3
C -0.0301 -0.8883 0.2424
C -0.2331 1.8013 0.7891
N 0.3787 -1.0573 -0.9894
O 0.8677 1.8164 1.0935
S -0.3329 -2.0692 1.3212
S -1.5223 2.7466 0.5634
H 0.3075 -0.2292 -1.6390
H 0.5644 -2.1203 -1.3810
```

The energy above the lowest of the compared OMol25 structures with the same formula, charge and spin comes out at 232.3 kJ/mol. Its charge is -1. The value obtained for the LUMO energy (spin up / spin down) is 3.251 / 3.251 eV.



Entry 2:
Molecular formula: C4H10O3
Method: DFT, ωB97M-V with the def2-TZVPD basis set

XYZ file:
```
17
Properties=species:S:1:pos:R:3
O -1.8713 -1.9212 -2.9989
C -2.1539 -0.9917 -2.1811
C -1.2866 -0.6872 -0.9465
C 0.2647 -0.6193 -1.0243
C 0.7602 -0.1417 0.3521
O 2.1236 0.2638 0.2098
H -3.1548 -0.4694 -2.4107
H -1.4656 -1.4535 -0.2424
H -1.6259 0.1228 -0.3541
H 0.7408 -1.6121 -1.1445
H 0.6122 0.0058 -1.8698
H 0.2006 0.7405 0.8482
H 0.7392 -0.9123 1.1172
H 2.7819 -0.0390 0.8941
O 1.2897 2.2909 3.1197
H 0.7675 2.1998 3.8668
H 1.2776 3.2237 2.7644
```

The energy above the lowest of the compared OMol25 structures with the same formula, charge and spin comes out at 222.6 kJ/mol. The value obtained for the LUMO energy is 0.632 eV. The SMILES is O=CCCCO.O.



Entry 3:
Molecular formula: C35H33Cl2CrN7S
Method: DFT, ωB97M-V with the def2-TZVPD basis set

XYZ file:
```
79
Properties=species:S:1:pos:R:3
Cr 0.2560 -0.2276 -0.0346
C -2.6877 3.3834 -5.1813
C -2.2790 2.7791 -3.8666
C -3.2218 2.4635 -2.8890
C -2.8379 1.9161 -1.6857
C -1.4911 1.6783 -1.3649
N -1.1412 1.0995 -0.1423
C -1.8521 1.4978 0.9939
C -2.2248 2.8405 1.1521
C -2.9459 3.2810 2.2375
C -3.3038 2.3997 3.2553
C -4.0817 2.8659 4.4540
C -2.8862 1.0864 3.1455
C -2.1859 0.6185 2.0345
N -1.8376 -0.7574 2.0130
C -2.4265 -1.7350 2.7418
C -1.6919 -2.8814 2.5728
C -0.6644 -2.5211 1.7008
N -0.7730 -1.2430 1.3535
C -0.5492 1.9838 -2.3605
C -0.9528 2.5028 -3.5884
N 0.8401 1.8009 -2.1476
C 1.8438 2.5111 -2.7087
C 3.0290 1.9550 -2.2888
C 2.6564 0.9008 -1.4530
N 1.3334 0.8169 -1.3761
H -3.5619 4.0201 -5.0527
H -2.9441 2.6096 -5.9077
H -1.8821 3.9839 -5.6014
H -4.2718 2.6420 -3.0875
H -3.5911 1.6561 -0.9542
H -1.9288 3.5464 0.3878
H -3.2230 4.3251 2.3158
H -4.7741 3.6604 4.1791
H -3.4128 3.2609 5.2215
H -4.6505 2.0480 4.8944
H -3.1023 0.4139 3.9650
H -3.3223 -1.5744 3.3125
H -1.8778 -3.8416 3.0200
H 0.1342 -3.1269 1.3122
H -0.2096 2.6842 -4.3551
H 1.6647 3.3770 -3.3204
H 4.0229 2.2740 -2.5473
H 3.2748 0.2226 -0.8910
Cl -0.8323 -1.1860 -2.1209
C -2.1179 -2.4029 -2.3128
Cl -3.2045 -2.4882 -0.9253
H -1.6496 -3.3691 -2.4556
H -2.7076 -2.1074 -3.1717
C 5.0346 -6.1141 -1.1426
C 4.6112 -4.9408 -0.3285
C 5.2291 -4.5250 0.8174
C 4.7175 -3.3935 1.4823
N 3.6632 -2.7315 1.0246
C 3.0580 -3.1308 -0.0891
S 1.7206 -2.3696 -0.7775
N 3.5390 -4.2357 -0.7542
C 5.3239 -2.8689 2.7366
H 5.9124 -6.5830 -0.7079
H 5.2687 -5.8058 -2.1630
H 4.2332 -6.8530 -1.1960
H 6.0898 -5.0553 1.1955
H 3.0516 -4.5010 -1.5996
H 6.1855 -3.4470 3.0603
H 4.5646 -2.8637 3.5193
H 5.6097 -1.8281 2.5808
C 1.2572 0.7327 1.3289
C 1.8895 1.6002 1.9050
C 2.6325 2.6292 2.5609
C 2.3779 2.9818 3.8889
C 3.0940 4.0018 4.4917
C 4.0731 4.6851 3.7841
C 4.3303 4.3455 2.4626
C 3.6172 3.3283 1.8530
H 1.6127 2.4496 4.4386
H 2.8901 4.2693 5.5206
H 4.6330 5.4802 4.2586
H 5.0892 4.8816 1.9069
H 3.8102 3.0650 0.8208
```

Its spin multiplicity is 2. Its charge is +1. The value obtained for the LUMO energy (spin up / spin down) is -3.025 / -2.653 eV.



Entry 4:
Molecular formula: C2H8FeO10
Method: DFT, ωB97M-V with the def2-TZVPD basis set

XYZ file:
```
21
Properties=species:S:1:pos:R:3
Fe 0.3594 0.0104 0.0376
C -0.2249 0.2916 2.5606
O -0.3737 0.4261 3.8023
O 0.7354 0.8476 1.8848
O -0.9599 -0.5113 1.7998
C 2.8286 1.7635 -1.0260
O 3.0593 2.3728 0.0849
O 3.5710 1.9479 -2.0647
O 1.8006 0.9262 -1.1040
O 1.2562 -1.9694 0.1015
H 1.5565 -2.3801 0.9216
H 1.3870 -2.6270 -0.5873
O -2.7095 -1.1744 0.0955
H -3.5544 -1.4479 0.4603
H -2.1847 -0.8062 0.8740
O -0.9335 1.6275 -0.5738
H -1.6149 1.4992 -1.2418
H -1.2666 2.3166 0.0150
O -0.6715 -0.8993 -1.7440
H -1.5993 -1.1705 -1.6236
H -0.4611 -1.0431 -2.6727
```

Its spin multiplicity is 5. Its charge is -2. The value obtained for the LUMO energy (spin up / spin down) is 4.572 / 4.557 eV.



Entry 5:
Molecular formula: C2H4Br2
Method: DFT, ωB97M-V with the def2-TZVPD basis set

XYZ file:
```
8
Properties=species:S:1:pos:R:3
C 0.7640 0.1399 -0.3705
C -0.3279 -0.3642 0.4595
Br -0.9660 -1.9160 -0.0822
Br -2.2032 1.5992 -0.0407
H 1.0034 0.9811 0.2086
H 1.5628 -0.6031 -0.4344
H 0.3692 0.4450 -1.2848
H -0.2023 -0.2819 1.5446
```

The energy above the lowest of the compared OMol25 structures with the same formula, charge and spin comes out at 217.3 kJ/mol. The value obtained for the LUMO energy (spin up / spin down) is -1.911 / -1.914 eV.



Energy readings, ordered: -27313.7636, -10450.9361, -111556.2443, -57067.1439, -142221.7215 eV